33
Properties=species:S:1:pos:R:3:forces:R:3:mulliken_charge:R:1 method="wB97M-V/def2-TZVPD" fmax_ev_per_a=3.1 e_homo_ha=-0.02531 multiplicity=1 gap_ev=6.03 energy_ha=-1218.74942 total_charge=-2
C -0.022 -0.732 0.088 -2.68 -0.30 0.12 0.202
N 0.881 0.445 0.110 -1.17 -1.14 -0.15 0.066
C 1.274 0.979 1.366 0.04 -0.24 0.25 0.533
O 0.398 1.109 2.280 0.89 -0.48 -0.60 -0.891
O 2.473 1.307 1.441 0.26 0.47 0.39 -0.860
C -1.117 -0.643 -1.063 -0.03 1.45 0.30 -0.261
C -0.524 -0.653 -2.473 -1.07 1.22 -1.52 -0.749
S -0.725 -2.212 -3.377 0.43 -0.48 -0.07 -0.658
H -0.729 -0.766 0.964 1.36 0.49 -0.29 -0.288
H 0.472 -1.741 0.116 0.00 1.20 -0.26 0.077
H 1.660 0.310 -0.532 -0.01 0.11 0.46 0.280
H -1.901 -1.457 -0.946 0.97 1.02 -0.12 0.434
H -1.629 0.424 -0.980 0.69 -2.16 0.40 -0.065
H 0.518 -0.267 -2.445 -0.39 -0.33 -0.04 0.173
H -1.102 0.093 -3.145 0.94 -0.73 1.29 0.169
H -0.793 2.038 1.865 0.87 -0.61 0.45 0.540
H -1.495 2.678 0.677 0.08 0.41 0.72 0.387
O -1.458 2.704 1.656 -1.10 1.23 -0.93 -0.871
H -0.350 1.958 -0.793 -0.43 0.63 -0.34 0.205
H -0.030 3.289 -1.408 0.22 0.45 -0.11 0.275
O -0.795 2.796 -1.118 0.43 -1.26 0.28 -0.731
H -0.576 -0.065 3.128 -0.30 -0.50 0.18 0.436
H -1.891 -0.897 3.015 0.36 0.26 0.20 0.307
O -1.110 -0.772 3.578 -0.12 0.20 -0.28 -0.727
H -3.419 1.369 0.876 0.04 -0.28 1.11 0.300
H -2.960 1.744 2.305 -0.34 -0.63 -1.04 0.384
O -3.552 1.113 1.816 -0.11 0.43 -0.16 -0.673
H 0.902 -3.170 -0.978 -1.76 0.39 0.45 0.365
H 1.577 -2.817 -2.320 -0.56 -1.04 1.48 0.286
O 1.668 -3.353 -1.469 2.37 0.28 -2.01 -0.622
H 3.434 -1.128 0.362 -0.06 -0.72 -0.18 0.293
H 3.496 0.343 0.583 0.53 -0.52 -0.86 0.434
O 3.909 -0.386 -0.007 -0.35 1.14 0.85 -0.748


70
Properties=species:S:1:pos:R:3:forces:R:3:mulliken_charge:R:1 method="wB97M-V/def2-TZVPD" fmax_ev_per_a=2.7 e_homo_ha="-0.24949 / -0.24947" multiplicity=1 gap_ev="5.42 / 5.39" energy_ha=-12815.40717 total_charge=0
Ti 0.023 -1.529 -0.396 0.18 0.17 -2.64 -1.040
C -0.726 -4.305 0.299 -0.05 -0.14 0.00 -1.004
N -0.555 -3.526 -0.948 -0.09 -0.40 0.17 0.543
C 0.343 -4.275 -1.861 -0.05 0.06 -0.06 -1.055
C -1.883 -3.355 -1.623 -0.15 0.18 0.04 -0.508
C -2.687 -2.179 -1.007 0.01 -0.18 0.31 -0.955
N -1.857 -1.569 0.040 -0.55 0.23 0.43 1.170
C -2.290 -1.237 1.294 0.06 -0.30 -0.09 -0.370
C -1.300 -1.102 2.270 0.13 -0.10 -0.01 0.904
F -0.006 -1.393 1.827 -0.20 0.14 0.28 0.068
C -1.517 -0.776 3.583 0.09 0.00 0.04 -0.113
F -0.482 -0.696 4.426 -0.04 0.01 -0.05 -0.336
C -2.809 -0.554 4.017 -0.06 0.02 0.04 -0.683
C -3.822 -0.698 3.087 -0.04 0.02 0.02 0.146
F -5.086 -0.503 3.469 0.04 0.01 -0.03 -0.314
C -3.589 -1.030 1.762 -0.16 0.08 -0.06 0.138
F -4.633 -1.120 0.925 0.03 0.03 0.04 -0.332
H -1.070 -5.317 0.071 0.05 -0.04 -0.05 0.430
H -1.464 -3.838 0.946 -0.01 0.07 -0.01 0.243
H 0.222 -4.376 0.834 0.04 0.00 -0.02 0.253
H -0.140 -5.203 -2.176 -0.02 -0.03 0.04 0.410
H 1.268 -4.530 -1.343 0.02 0.02 0.04 0.345
H 0.568 -3.680 -2.746 0.01 0.02 -0.02 0.104
H -2.442 -4.292 -1.539 0.10 -0.08 0.04 0.503
H -1.707 -3.163 -2.681 0.05 0.00 -0.02 0.166
H -3.634 -2.539 -0.612 0.02 0.00 0.10 0.534
H -2.902 -1.448 -1.786 0.03 0.03 -0.06 0.243
H -3.023 -0.282 5.039 0.01 -0.02 -0.02 0.528
C 2.840 -2.188 0.687 0.03 0.05 -0.02 -1.046
N 2.248 -1.401 -0.420 0.42 0.21 0.61 0.767
C 2.920 -1.826 -1.679 0.03 0.05 0.08 -1.192
C 2.562 0.061 -0.262 -0.04 0.20 0.31 -1.787
C 2.166 0.693 1.063 -0.02 0.02 -0.09 0.286
C 3.106 0.722 2.096 -0.03 -0.02 -0.02 -0.455
C 2.833 1.327 3.310 -0.04 0.02 0.00 -0.746
C 1.602 1.936 3.519 0.03 -0.03 0.03 -0.832
C 0.661 1.941 2.506 0.03 -0.06 -0.04 -1.075
C 0.934 1.331 1.283 0.09 0.23 -0.13 1.022
H 3.913 -1.997 0.770 0.03 0.01 -0.02 0.341
H 2.708 -3.249 0.475 -0.04 -0.02 -0.01 0.329
H 2.375 -1.947 1.641 -0.03 0.03 0.01 0.304
H 4.004 -1.731 -1.553 0.01 -0.02 0.06 0.366
H 2.605 -1.213 -2.518 -0.05 -0.02 0.03 0.380
H 2.683 -2.859 -1.914 -0.07 -0.01 -0.01 0.322
H 2.070 0.581 -1.081 0.00 -0.06 -0.12 0.412
H 3.642 0.186 -0.390 0.05 -0.08 0.03 0.727
H 4.083 0.284 1.927 -0.02 -0.03 0.01 0.471
H 3.586 1.338 4.087 -0.01 0.00 0.00 0.435
H 1.379 2.407 4.468 0.01 0.01 -0.02 0.445
H -0.297 2.427 2.646 0.01 -0.01 0.00 0.564
O -1.467 7.953 -1.486 -0.09 -0.04 0.00 -0.466
C -0.356 7.339 -1.028 -0.02 -0.05 -0.10 0.585
O 0.612 7.977 -0.736 0.01 0.01 -0.01 -0.528
C -0.408 5.845 -0.895 0.02 0.02 0.06 0.783
C 0.797 5.150 -0.959 0.03 -0.01 -0.01 -0.842
C 0.827 3.786 -0.742 -0.03 0.06 0.01 -0.383
C -0.352 3.121 -0.415 0.27 -0.14 -0.07 0.297
S -0.319 1.389 0.005 0.03 -0.01 0.71 0.882
C -1.563 3.792 -0.389 -0.05 -0.01 -0.03 -0.689
C -1.586 5.158 -0.637 -0.07 -0.04 -0.03 -0.849
H -2.126 7.310 -1.781 0.11 0.04 0.00 0.314
H 1.703 5.695 -1.188 -0.01 0.00 0.05 0.449
H 1.760 3.243 -0.814 -0.01 0.00 0.04 0.364
H -2.477 3.256 -0.168 0.02 0.02 0.06 0.527
H -2.535 5.677 -0.579 0.02 0.00 0.03 0.297
Se 0.262 1.326 -5.803 -0.05 -0.39 0.24 -0.556
Sb 0.019 -0.986 -5.222 0.07 -0.09 -1.48 0.659
Se -2.085 -2.134 -5.457 0.24 0.13 0.21 -0.555
Se 1.990 -2.378 -5.062 -0.22 0.11 0.01 -0.553
Se -0.118 -0.826 -2.474 -0.08 0.13 1.14 0.209


13
Properties=species:S:1:pos:R:3:forces:R:3:mulliken_charge:R:1 method="wB97M-V/def2-TZVPD" fmax_ev_per_a=4.8 e_homo_ha=-0.30594 multiplicity=1 gap_ev=8.95 energy_ha=-282.67413 total_charge=0
C 0.010 0.462 -1.478 -2.28 -1.93 1.08 -0.971
N 1.241 -0.107 0.628 -1.79 -0.66 0.86 0.262
N 1.988 -0.039 1.718 -0.02 -0.29 0.12 -0.526
C -2.085 -0.495 -0.166 0.09 -0.21 0.09 -0.747
N 0.054 -0.563 0.846 2.78 0.96 1.94 -0.507
C -0.764 -0.362 -0.210 1.34 2.23 -4.01 0.527
H 2.909 0.342 1.594 -0.16 0.01 -0.04 0.218
H 1.562 -0.072 2.640 0.00 -0.16 -0.30 0.260
H 0.938 0.025 -1.837 0.01 -0.01 0.40 0.300
H 0.131 1.493 -1.155 0.13 -0.09 -0.01 0.258
H -0.704 0.408 -2.295 -0.12 0.26 -0.17 0.376
H -2.592 -0.650 0.773 0.03 -0.50 0.09 0.283
H -2.687 -0.442 -1.059 -0.01 0.41 -0.07 0.267